(1)
The following is a DFT calculation (ωB97M-V with the def2-TZVPD basis set) of a structure of composition C16H26MnN2O5.

Values from the calculation:
Multiplicity ... 5
HOMO (spin up / spin down) ... -19.77 / -19.76 eV
Net charge ... +3

Each line ends with the natural charge from an NBO analysis.
CARTESIAN COORDINATES (ANGSTROEM)
Mn  0.078  -0.221  0.020  1.70
C  2.705  -0.884  1.379  -0.09
C  2.880  0.538  0.885  -0.09
O  1.584  1.171  0.722  -0.59
C  1.041  1.927  1.827  -0.09
C  0.312  1.000  2.781  -0.10
O  -0.470  0.070  1.972  -0.58
C  -0.906  -1.099  2.729  -0.10
C  -1.636  -2.026  1.776  -0.10
O  -0.958  -2.067  0.503  -0.59
C  -0.023  -3.154  0.279  -0.09
C  1.303  -2.838  0.936  -0.10
O  1.601  -1.448  0.627  -0.58
H  2.469  -0.944  2.443  0.20
H  3.604  -1.470  1.186  0.25
H  3.332  0.549  -0.106  0.23
H  3.501  1.124  1.562  0.25
H  0.354  2.644  1.380  0.22
H  1.829  2.480  2.337  0.25
H  -0.364  1.561  3.428  0.25
H  0.989  0.416  3.404  0.21
H  -1.566  -0.770  3.532  0.25
H  -0.021  -1.562  3.169  0.20
H  -2.647  -1.682  1.567  0.23
H  -1.706  -3.025  2.207  0.25
H  0.080  -3.220  -0.801  0.23
H  -0.437  -4.089  0.654  0.25
H  2.093  -3.472  0.532  0.25
H  1.278  -2.951  2.021  0.21
C  0.479  -1.396  -4.024  -0.70
C  0.441  -0.356  -2.967  0.74
O  0.500  -0.722  -1.739  -0.74
N  0.374  0.916  -3.271  -0.50
C  0.352  1.977  -2.264  -0.27
C  -0.984  2.040  -1.566  0.21
C  -1.926  2.978  -1.941  -0.20
C  -3.178  2.985  -1.339  -0.06
C  -3.460  2.039  -0.367  -0.19
C  -2.477  1.139  -0.016  0.07
N  -1.257  1.136  -0.591  -0.55
H  1.371  -2.009  -3.885  0.28
H  0.487  -0.968  -5.024  0.27
H  -0.392  -2.045  -3.915  0.28
H  0.341  1.173  -4.250  0.46
H  0.542  2.919  -2.773  0.28
H  1.168  1.820  -1.558  0.24
H  -1.681  3.701  -2.707  0.27
H  -3.921  3.717  -1.630  0.28
H  -4.423  1.998  0.122  0.28
H  -2.657  0.404  0.753  0.22

Forces on atoms 1 to 3 (eV/Å):
Mn 0.0 -0.1 0.0
C 0.0 0.0 0.0
C 0.0 0.0 0.0

---

(2)
The following is a DFT calculation (ωB97M-V with the def2-TZVPD basis set) of an isolated molecule of C16H26N2O4.

Values from the calculation:
HOMO ... -8.85 eV
SMILES ... CC[C@H](C)[C@@H](NC(=O)OC(C)(C)C)C(=O)NCc1ccco1

Each line ends with the natural charge from an NBO analysis.
CARTESIAN COORDINATES (ANGSTROEM)
C  1.203  3.292  -0.876  -0.60
C  1.028  1.777  -0.878  -0.41
C  0.592  1.227  0.484  -0.21
C  1.699  1.359  1.527  -0.63
C  0.095  -0.238  0.349  -0.13
N  -1.155  -0.285  -0.369  -0.64
C  -2.346  -0.335  0.270  0.90
O  -2.471  -0.200  1.466  -0.68
O  -3.330  -0.531  -0.624  -0.53
C  -4.711  -0.576  -0.197  0.27
C  -4.930  -1.741  0.768  -0.64
C  -5.493  -0.800  -1.492  -0.61
C  -5.112  0.751  0.447  -0.64
C  1.097  -1.101  -0.413  0.69
O  0.961  -1.361  -1.590  -0.64
N  2.125  -1.558  0.333  -0.60
C  3.283  -2.194  -0.264  -0.27
C  4.496  -1.336  -0.117  0.26
C  5.691  -1.547  0.505  -0.30
C  6.440  -0.355  0.340  -0.32
C  5.642  0.491  -0.362  0.09
O  4.465  -0.091  -0.643  -0.40
H  1.430  3.643  -1.880  0.21
H  0.290  3.780  -0.540  0.20
H  2.016  3.594  -0.221  0.20
H  1.965  1.303  -1.178  0.21
H  0.273  1.512  -1.619  0.21
H  -0.278  1.796  0.832  0.22
H  1.425  0.848  2.448  0.21
H  1.859  2.407  1.767  0.22
H  2.638  0.955  1.154  0.21
H  -0.083  -0.640  1.354  0.23
H  -1.098  -0.538  -1.346  0.43
H  -5.985  -1.820  1.014  0.21
H  -4.602  -2.672  0.310  0.21
H  -4.364  -1.580  1.682  0.24
H  -5.307  0.016  -2.185  0.21
H  -6.556  -0.852  -1.280  0.21
H  -5.177  -1.728  -1.961  0.22
H  -6.171  0.737  0.687  0.21
H  -4.915  1.573  -0.238  0.21
H  -4.543  0.910  1.359  0.24
H  2.194  -1.285  1.300  0.40
H  3.033  -2.336  -1.321  0.26
H  3.468  -3.166  0.202  0.22
H  6.002  -2.438  1.011  0.23
H  7.431  -0.162  0.698  0.23
H  5.787  1.494  -0.710  0.21

Forces on atoms 1 to 3 (eV/Å):
C 0.0 -0.2 -0.1
C -0.2 0.2 0.2
C 0.2 -0.2 -0.1

---

(3)
The following is a DFT calculation (ωB97M-V with the def2-TZVPD basis set) of a cluster of 5 separate species, C16H26N2O4S in total.

Values from the calculation:
HOMO ... -9.39 eV
SMILES ... O=S1(=O)CCCC1.c1ccncc1.c1ccncc1.CO.CO

Each line ends with the natural charge from an NBO analysis.
CARTESIAN COORDINATES (ANGSTROEM)
O  3.153  -0.471  3.130  -0.94
S  1.951  -0.789  2.381  2.14
O  1.573  0.077  1.274  -0.97
C  2.096  -2.518  1.815  -0.65
C  0.738  -3.156  2.139  -0.41
C  0.319  -2.485  3.535  -0.40
C  0.505  -1.008  3.426  -0.66
H  2.925  -2.992  2.377  0.25
H  2.312  -2.442  0.775  0.25
H  -0.014  -3.002  1.387  0.23
H  0.941  -4.168  2.331  0.22
H  1.014  -2.859  4.309  0.21
H  -0.659  -2.758  3.928  0.24
H  0.674  -0.468  4.339  0.25
H  -0.282  -0.591  2.838  0.25
C  -0.152  2.666  -3.385  -0.14
C  -1.368  1.978  -3.186  -0.26
C  -1.475  0.612  -3.536  0.03
N  -0.386  -0.085  -3.984  -0.47
C  0.707  0.633  -4.215  0.03
C  0.930  1.986  -3.908  -0.25
H  -0.075  3.707  -3.105  0.22
H  -2.220  2.490  -2.722  0.22
H  -2.426  0.100  -3.413  0.20
H  1.452  0.079  -4.738  0.19
H  1.904  2.459  -4.065  0.23
C  -1.707  1.547  0.621  -0.17
C  -1.557  0.293  0.088  -0.27
C  -2.347  -0.723  0.575  0.02
N  -3.265  -0.593  1.499  -0.43
C  -3.387  0.582  2.089  0.02
C  -2.599  1.673  1.703  -0.27
H  -1.093  2.352  0.231  0.24
H  -0.983  -0.140  -0.701  0.24
H  -2.307  -1.759  0.196  0.20
H  -4.086  0.657  2.920  0.19
H  -2.900  2.625  2.199  0.22
C  0.799  -2.024  -1.601  -0.26
O  -0.508  -2.331  -1.978  -0.74
H  1.399  -2.931  -1.634  0.16
H  1.254  -1.150  -2.071  0.18
H  0.813  -1.696  -0.565  0.17
H  -0.567  -2.060  -2.902  0.49
C  1.540  3.440  0.096  -0.25
O  1.082  2.356  -0.774  -0.77
H  1.414  3.355  1.179  0.18
H  2.569  3.777  -0.069  0.17
H  0.862  4.304  -0.125  0.17
H  1.441  1.449  -0.705  0.50

Forces on atoms 1 to 3 (eV/Å):
O -0.7 0.0 -0.1
S 1.0 0.0 -0.3
O 0.2 -0.4 0.3

---

(4)
The following is a DFT calculation (ωB97M-V with the def2-TZVPD basis set) of a structure of composition C16H26N5O4RuS5.

Values from the calculation:
Multiplicity ... 6
HOMO (spin up / spin down) ... -13.86 / -14.50 eV
Net charge ... +2

Each line ends with the natural charge from an NBO analysis.
CARTESIAN COORDINATES (ANGSTROEM)
Ru  -0.228  -0.038  -0.241  0.87
C  0.268  2.480  -2.775  -0.54
C  0.751  1.232  -3.499  -0.53
S  -0.069  -0.275  -2.897  0.28
C  1.267  -1.467  -3.152  -0.53
C  0.992  -2.746  -2.377  -0.55
S  0.850  -2.568  -0.578  0.29
C  2.558  -2.556  0.016  -0.55
C  3.346  -1.276  -0.210  -0.53
S  2.458  0.193  0.383  0.24
C  3.103  1.398  -0.811  -0.52
C  2.312  2.695  -0.794  -0.56
S  0.523  2.518  -0.982  0.28
H  -0.809  2.603  -2.886  0.27
H  0.754  3.362  -3.194  0.26
H  1.825  1.098  -3.395  0.22
H  0.523  1.322  -4.560  0.26
H  2.204  -1.003  -2.850  0.21
H  1.318  -1.691  -4.218  0.26
H  1.768  -3.487  -2.570  0.26
H  0.037  -3.178  -2.677  0.26
H  3.075  -3.398  -0.446  0.26
H  2.462  -2.774  1.081  0.25
H  3.570  -1.123  -1.264  0.22
H  4.288  -1.331  0.333  0.26
H  3.078  0.927  -1.791  0.21
H  4.142  1.596  -0.549  0.26
H  2.669  3.357  -1.584  0.26
H  2.440  3.216  0.155  0.25
N  -0.191  0.349  2.544  -0.64
N  -1.254  1.171  2.934  -0.41
C  -2.133  1.646  2.030  0.64
N  -3.179  2.333  2.452  -0.74
N  -1.833  1.356  0.762  -0.52
N  -2.655  1.684  -0.266  0.64
O  -2.244  1.219  -1.340  -0.44
O  -3.661  2.352  -0.152  -0.36
H  -0.300  -0.562  2.975  0.39
H  0.679  0.768  2.848  0.39
H  -1.420  1.326  3.915  0.41
H  -3.347  2.509  3.429  0.43
H  -3.812  2.706  1.763  0.46
O  -7.355  -5.211  -1.436  -0.64
C  -7.061  -4.734  -0.214  0.75
O  -7.798  -4.881  0.711  -0.50
C  -5.758  -3.991  -0.047  -0.08
C  -5.249  -3.143  -1.035  -0.16
C  -4.091  -2.438  -0.807  -0.17
C  -3.412  -2.585  0.427  -0.23
S  -1.978  -1.741  0.758  0.04
C  -3.940  -3.447  1.423  -0.16
C  -5.108  -4.127  1.184  -0.16
H  -6.639  -5.083  -2.068  0.49
H  -5.778  -3.011  -1.972  0.23
H  -3.696  -1.764  -1.558  0.23
H  -3.417  -3.556  2.365  0.24
H  -5.545  -4.771  1.935  0.26

Forces on atoms 1 to 3 (eV/Å):
Ru 0.6 0.5 -0.4
C 0.1 -0.1 0.1
C -0.1 0.0 0.0

---

Energy above the lowest of the compared OMol25 structures with the same formula, charge and spin per entry: 0.00 0.00 107.39 37.38 kcal/mol
Maximum force per entry: 0.11 0.93 2.61 0.86 eV/Å
E per entry: -2261.03371 -1035.79738 -1433.83717 -3285.19641 a.u.